No. 1
Density functional theory data (ωB97M-V with the def2-TZVPD basis set) for C21H62AsF6O10 as an isolated structure.

```
! wB97M-V def2-TZVPD RIJCOSX def2/J DEFGRID3
* xyz -1 1
O 0.92082 -2.30464 -1.83263
H 5.11149 -1.93937 -1.80089
H -2.05132 1.24779 3.09408
C 0.29894 3.33443 -4.58388
H 0.22374 -3.21473 1.40470
H 4.15266 2.47650 3.65631
F 0.76109 0.26151 -1.19574
H 0.26347 3.15481 -2.43321
H -5.73121 -1.77659 3.22836
H -2.65903 -2.31944 1.54870
H -4.72237 -3.24466 3.32896
H -4.62879 -3.54781 0.96864
C -1.24566 5.00205 1.88140
H 2.75871 4.50178 3.06172
O -5.89150 -2.08162 0.59845
H -1.47114 -4.69426 1.96258
H -4.45520 4.63661 0.74012
H -4.04279 5.33488 2.18863
C 1.02190 -4.09101 -3.32441
H -3.40176 -1.28125 0.32729
H -1.02118 4.92627 -5.32669
H 2.23366 2.68137 4.91734
H 1.50553 2.18101 -3.25522
H -0.89880 5.88552 1.34543
C 3.24790 2.40535 3.05263
F -1.05584 0.83703 1.89341
O 6.18010 -0.41426 -0.89276
H -2.54512 3.23801 1.80463
C -0.14021 -6.38112 1.52080
H -1.30890 5.17097 2.95638
H 3.63344 3.99738 1.56117
H 0.67281 -1.39448 -1.65459
C -0.88272 4.29948 -4.44575
H 0.63444 -0.73448 -4.29057
H -1.74740 3.65576 -4.28435
C -4.83061 -2.54388 1.34214
C -5.45431 -2.70469 2.72830
C 4.48002 -1.67450 0.26442
H -3.41487 6.01592 0.65650
H 1.14240 2.09786 3.60103
F 0.25975 2.28421 0.28185
H -0.71749 1.98712 -5.50880
H 2.25835 1.01072 4.38694
H -0.81755 4.90716 -3.54321
H 0.45281 -4.77406 -2.69378
H 2.58865 1.30514 1.55767
H 0.72680 -6.64388 0.91472
C -0.67074 -4.92736 1.26036
H -0.24332 1.72610 -3.27255
H -3.65954 -0.92601 1.97335
H -0.54336 -2.57529 -3.14339
H 1.95700 3.65910 1.78291
As -0.11865 0.51740 0.35828
H 5.36998 -2.07657 0.74859
H 3.96782 0.71045 -1.03390
C 0.47846 2.54208 -3.30868
O -3.63676 1.06734 -2.56270
O 0.41543 -4.12477 1.64276
H 3.83770 -0.25774 2.86637
F -0.56399 -1.23665 0.45846
O 3.92022 -1.03534 3.41843
H -6.45811 -2.80977 0.33322
H 1.45785 -2.05637 -5.08248
H -3.10339 0.89819 -1.78609
C 1.21493 -1.63832 -4.10558
C 2.13702 2.03786 4.04289
H -1.36362 3.24718 -0.02635
C 4.03666 -0.13766 -1.71515
H 2.14610 -1.31641 -3.63934
O 3.38992 1.40008 2.07781
H -2.21464 -5.00717 -0.12463
C -2.38906 4.16960 1.26065
H 3.06829 -0.63759 -1.73574
H 4.46104 0.09567 -2.69165
C 0.54357 -2.65240 -3.11630
H 0.14475 -6.57255 2.55533
H 4.77182 -1.40541 3.18598
O -2.05318 3.91358 -0.07148
H -0.70487 -5.48577 -0.87130
H -1.03843 -3.77535 -0.52555
C -3.56305 -1.76872 1.28879
H -6.33693 -3.34430 2.72755
C -3.59552 5.10195 1.22230
F 1.32919 0.24030 1.36492
H 2.09743 -4.21882 -3.20195
H -0.95028 -7.09651 1.37895
H -1.76912 1.19120 4.58037
H 3.71212 -2.44793 0.24911
C 2.90361 3.71602 2.32031
H 0.76667 -4.34471 -4.35329
O -2.44323 1.43671 3.94669
H 5.96794 0.28529 -0.27049
H -4.27844 0.35714 -2.57249
O 0.12772 2.42441 -5.63531
H -0.44203 4.28530 1.71240
F -1.62922 0.78232 -0.57019
C -1.14603 -4.79422 -0.15349
H 4.05541 -0.88210 0.88079
C 4.96160 -1.12493 -1.09215
H 1.28150 3.79553 -4.68418
*
```

Summary:
- lowest unoccupied orbital energy (eV) = 2.06
- DFT total energy (Eh) = -4424.8529
- HOMO level (eV) = -7.51
- ΔE to the lowest compared entry with this formula, charge and spin (kcal per mole) = 13.7



No. 2
Density functional theory data (ωB97M-V with the def2-TZVPD basis set) for C13H22BBeF4O4S as an isolated structure.

```
! wB97M-V def2-TZVPD RIJCOSX def2/J DEFGRID3
* xyz 1 1
C 0.93444 1.19960 -3.85117
B 2.54296 0.86413 0.60913
H -3.23905 -0.90302 0.74332
H -0.64084 2.78004 3.63134
H 1.25441 -0.14682 3.54621
S -0.41849 0.29551 -3.13231
F 2.56379 -0.46556 0.91227
C 0.35328 -1.21975 -2.66196
O -0.69119 1.08813 -1.84639
H -1.05090 -2.56005 0.51209
C 1.61001 -1.25325 -2.06198
F 0.91832 1.08002 0.21192
H -1.81112 3.64097 1.62433
Be -0.48682 0.90027 -0.27884
H -0.42278 -1.55856 1.86540
O -1.24731 -0.51091 0.27682
H -0.40406 -4.51009 -2.67561
C -0.51526 -1.65367 0.78474
C 0.15164 -3.59806 -2.50092
H -3.45128 1.70119 1.33518
H 1.81775 -4.59867 -1.60223
C -2.80176 1.21585 0.61222
H 3.09702 -2.51905 -1.19696
H 1.72647 1.32604 -3.11512
H -0.13685 3.13027 1.29440
C -2.45002 -0.20424 1.01656
H -3.26811 1.25256 -0.37004
O -1.55370 1.93467 0.48646
H 0.53376 2.16506 -4.15499
C 2.12777 -2.47773 -1.67660
C 1.40170 -3.64417 -1.89987
H -1.36066 -2.32374 -3.35419
F 2.67756 1.72520 1.64127
F 3.15362 1.20771 -0.55914
H 0.26345 0.66835 4.78191
C -1.07565 2.07609 2.91480
C -0.38518 -2.37668 -2.88345
O -0.31054 0.90340 2.79355
C -1.12719 2.79355 1.58886
H 1.28388 0.64452 -4.72135
H -2.22363 -0.28405 2.07737
H -2.08070 1.83600 3.28133
H 1.39314 1.60361 3.75728
C 0.70363 0.75851 3.78693
H 2.17364 -0.34772 -1.87262
H 0.47083 -1.63546 0.33000
*
```

Summary:
- lowest unoccupied orbital energy (eV) = -2.80
- DFT total energy (Eh) = -1646.8775
- HOMO level (eV) = -13.04
- ΔE to the lowest compared entry with this formula, charge and spin (kcal per mole) = 1.7



No. 3
Density functional theory data (ωB97M-V with the def2-TZVPD basis set) for a 13-piece molecular cluster, C78H83F11O6 overall.

```
! wB97M-V def2-TZVPD RIJCOSX def2/J DEFGRID3
* xyz 0 1
H -2.41195 -13.28477 -12.21917
C -12.32897 -26.52850 -9.85183
C -14.52713 -18.60028 -15.58974
H -3.59888 -21.92335 -14.97496
C -6.71235 -28.17464 -10.19106
C -1.80280 -14.10454 -14.11846
H -8.99556 -17.59304 -16.44991
O -7.14989 -21.17139 -13.74900
H -15.97815 -24.29367 -14.62407
H -10.72264 -28.06948 -12.99317
C -0.89501 -19.14615 -9.86339
H -12.70885 -26.05348 -8.93644
C -1.48710 -17.45556 -11.96675
C -10.37870 -26.83755 -11.24241
H -3.14130 -21.94563 -17.40528
H -13.12248 -28.52788 -12.47604
C -0.67781 -19.80289 -15.20634
F -10.31833 -25.57901 -9.23237
H -7.74397 -23.03797 -18.21283
H -3.28196 -16.96435 -19.23510
C -4.31978 -19.78024 -12.92265
C -4.01492 -18.57730 -17.92675
C -7.10826 -15.19466 -14.96108
O -4.60809 -19.50205 -14.33910
H -10.98088 -20.30485 -17.39042
H -7.11503 -17.42469 -18.13671
C -14.72999 -18.64881 -14.22198
C -13.66622 -18.38984 -13.39532
H -13.20461 -21.11428 -13.93719
H -7.42925 -15.46319 -11.12132
C -4.47325 -24.55509 -9.39664
C -10.71394 -23.54672 -16.57903
C -7.19090 -29.00616 -11.34873
C -5.46520 -24.70699 -15.72260
H -4.10526 -23.79195 -18.78744
C -11.26808 -22.25739 -16.77036
F -9.01415 -25.04795 -17.23348
C -6.07134 -19.65801 -18.83113
H 1.17230 -19.02858 -10.63647
C -2.16072 -18.52488 -9.92487
C -8.69652 -22.76025 -17.69137
C -14.61885 -22.62021 -14.47341
H -7.35328 -20.43730 -10.61705
C -5.97503 -19.18761 -14.49169
H -11.43102 -18.18705 -13.29067
H -6.76939 -20.50998 -18.76589
H -4.54338 -24.24928 -10.44863
H -13.76633 -18.45389 -12.29763
C -8.47032 -17.37602 -11.46613
H -5.84305 -27.51923 -10.52604
H -8.63582 -20.63159 -18.15373
C -6.30104 -18.50765 -10.32501
H -0.91770 -20.27196 -13.18310
H -7.00845 -14.55828 -14.06550
C -2.00572 -15.05561 -15.16683
F -5.18215 -19.04765 -9.58255
C -13.08720 -27.34713 -10.70647
H -6.43056 -29.70604 -11.84064
H -9.28633 -26.71540 -11.40504
H -13.24184 -18.22174 -17.22565
C -7.40227 -26.61130 -8.47522
C -6.06379 -18.71665 -19.94975
H -12.33263 -22.13007 -16.64896
C -8.10544 -16.15738 -15.17962
O -9.17191 -21.96734 -12.01692
H -3.30035 -16.60782 -15.71509
C -6.10977 -15.04767 -15.98426
C -4.78804 -23.73462 -15.01095
C -0.24574 -18.07240 -11.88878
C -9.42142 -22.52696 -10.74341
H -11.28706 -24.28820 -16.12794
C -7.39655 -16.57647 -11.09874
H -6.84414 -18.82226 -20.68339
C -6.72318 -25.31190 -8.80845
C -3.82519 -22.73203 -16.94290
H -9.74146 -21.64769 -10.07981
H -3.29340 -20.09282 -13.04111
H -0.20122 -19.63436 -17.34598
C -12.45911 -27.92080 -11.84299
C -12.95564 -24.37915 -13.05246
H -7.56996 -23.24807 -12.20014
F -5.10823 -23.60900 -13.64184
F -9.11227 -16.28047 -14.28210
H -1.06170 -13.32817 -14.20757
H -4.67436 -16.69008 -13.81141
H -3.43243 -24.92242 -9.17466
H -6.02682 -18.52242 -15.38163
C -0.68180 -20.63770 -14.11221
H -4.35976 -18.83370 -12.36548
C 0.22596 -22.40733 -15.47594
C -4.02011 -22.70943 -15.56699
H -7.87364 -19.83403 -15.14931
H -8.95846 -21.83821 -14.38887
C -8.03531 -22.25445 -14.06791
C -10.51651 -21.27245 -17.31530
C -4.99652 -19.58428 -17.86234
C -5.01065 -17.78211 -20.01141
H -5.35487 -14.31482 -15.90377
H -6.51499 -26.37145 -12.15862
C -9.21341 -21.47339 -17.71969
O -7.70466 -27.36334 -9.65630
C -7.22937 -16.73953 -17.29425
H 0.69574 -21.93073 -17.46140
O -5.38682 -25.60210 -9.12865
C -6.19410 -15.81801 -17.09982
H -8.50557 -23.03234 -10.30198
H -6.32753 -18.65648 -13.64377
C 0.07356 -18.82683 -10.81464
H -10.18125 -23.37055 -10.75845
H -1.25892 -14.96728 -15.95017
H -5.34691 -16.55494 -10.31651
F -15.41078 -21.70089 -15.05804
C -0.21280 -20.27186 -16.42098
C -4.01180 -17.72512 -19.03046
C -7.32028 -19.35966 -10.69149
H -9.00680 -23.92956 -12.96093
H -2.88396 -18.73442 -9.19332
F -4.29582 -14.99795 -11.70664
C -2.57225 -14.09195 -12.98272
H -1.80529 -16.82092 -12.79788
C -8.41450 -18.79397 -11.31657
C 0.16009 -21.62112 -16.58605
H -4.89512 -20.52783 -12.43087
H -6.74393 -24.59140 -7.95896
H -14.14061 -27.49543 -10.53580
C -6.92877 -20.26424 -14.79942
H -5.75975 -27.57485 -13.17366
O -7.65091 -28.12022 -12.34510
C -14.99341 -23.92962 -14.33032
H -8.33490 -26.41252 -7.98674
F -1.23187 -18.58350 -14.98076
C -6.26740 -17.16975 -10.50909
C -8.14685 -16.92924 -16.33278
C -3.56186 -15.06262 -12.85352
H 0.50069 -17.65534 -12.58531
H -12.32825 -25.05318 -12.42603
C -13.41201 -22.15262 -13.83841
H -6.79201 -27.27589 -7.90880
H -4.71215 -23.67754 -8.80522
H -0.21221 -22.71596 -13.44352
H -6.48936 -20.70237 -15.76540
H -7.11387 -26.62271 -13.70340
H -8.02062 -29.60822 -10.96632
H -15.69540 -18.85115 -13.79742
C -2.46285 -17.69876 -11.04960
H -7.19662 -24.78714 -9.66907
H -6.09848 -25.49922 -15.35106
H -5.08456 -20.23388 -17.02344
C -9.46328 -23.75604 -17.14058
H -9.29645 -19.34399 -11.56470
C -6.68962 -27.15532 -12.83864
C -5.23013 -24.69514 -17.13319
H -5.60486 -25.47588 -17.76075
C -12.33426 -18.20176 -13.90868
C -3.83447 -15.98608 -13.85119
H 0.55140 -23.47706 -15.53296
H -3.29538 -18.56318 -17.13867
C -3.02483 -15.95715 -14.95174
C -11.17558 -27.61053 -12.11996
H -14.54742 -25.82857 -13.41617
F -0.60661 -19.92427 -8.80906
C -8.45487 -22.95419 -12.78216
C -0.21712 -21.96280 -14.26153
H -9.33364 -16.89656 -11.86783
C -4.45895 -23.71336 -17.71842
H -11.83796 -22.61352 -12.48342
H -6.43864 -28.89570 -9.38832
H -5.38895 -15.69361 -17.81359
C -14.19104 -24.79660 -13.57185
H -11.26396 -17.80968 -15.69204
C -13.28366 -18.28769 -16.15445
C -10.98146 -26.32980 -10.14734
F -15.46956 -18.90351 -16.45005
H -7.68631 -22.98297 -14.79067
H -3.47657 -17.30294 -11.05824
C -12.19966 -18.10770 -15.28657
C -12.60924 -23.02580 -13.10821
F -4.99132 -17.00131 -21.07646
*
```

Summary:
- lowest unoccupied orbital energy (eV) = 0.56
- DFT total energy (Eh) = -4571.7083
- HOMO level (eV) = -8.99



| no. | maximum force (Eh/bohr) |
| --- | --- |
| 1 | 0.06520 |
| 2 | 0.00625 |
| 3 | 0.06641 |